1.
# C27H37ClN7O9SV

C27H37ClN7O9SV as an isolated structure at a distorted geometry (wB97M-V/def2-TZVPD, the OMol25 dataset).

XYZ file:
```
83
C27H37ClN7O9SV wB97M-V/def2-TZVPD
V 1.51 -1.75 -0.74
O 3.55 -5.46 -0.83
C 2.93 -4.32 -1.18
O 3.16 -3.29 -0.60
C 1.96 -4.44 -2.35
O 1.44 -3.13 -2.50
C -0.02 -3.13 -2.42
C -0.44 -3.47 -0.89
O -1.63 -3.62 -0.71
O 0.57 -3.62 -0.11
H 3.98 -5.27 0.01
H 1.20 -5.17 -2.11
H 2.52 -4.67 -3.26
H -0.48 -3.81 -3.14
H -0.34 -2.11 -2.77
O 1.46 -0.17 -0.59
C 4.55 -0.59 2.33
C 3.12 -1.06 2.28
N 2.46 -1.20 3.47
O 2.58 -1.30 1.22
H 4.89 -0.41 3.35
H 4.62 0.34 1.76
H 5.18 -1.34 1.87
H 2.89 -0.99 4.34
H 1.50 -1.49 3.44
C 7.65 1.24 -4.54
C 6.79 0.02 -4.35
C 7.12 -1.19 -4.95
C 6.24 -2.24 -4.69
N 5.16 -2.13 -3.94
C 4.91 -0.90 -3.38
S 3.52 -0.68 -2.41
N 5.72 0.17 -3.59
H 8.51 1.03 -5.17
H 8.01 1.60 -3.57
H 7.07 2.04 -4.99
H 7.99 -1.32 -5.57
H 6.42 -3.22 -5.12
O -1.00 -0.34 -2.35
N -0.18 -1.02 -1.93
C -1.46 1.61 4.12
C -2.49 2.61 3.57
C -3.78 2.48 4.38
C -1.92 4.01 3.82
C -2.74 2.35 2.05
O -1.55 2.66 1.32
C -3.89 3.24 1.51
C -3.95 3.39 -0.03
C -4.61 2.26 -0.79
C -5.96 1.99 -0.61
C -6.58 0.95 -1.29
C -5.82 0.17 -2.15
Cl -6.59 -1.14 -3.00
C -4.48 0.42 -2.36
C -3.88 1.48 -1.68
C -3.08 0.89 1.73
N -1.96 -0.03 1.66
C -0.99 -0.07 0.73
N -0.27 -1.16 0.87
C -0.87 -1.79 1.91
N -1.91 -1.15 2.42
H -1.17 1.92 5.13
H -0.57 1.57 3.50
H -1.87 0.60 4.20
H -3.55 2.60 5.45
H -4.24 1.50 4.27
H -4.51 3.24 4.11
H -1.79 4.16 4.89
H -2.58 4.81 3.47
H -0.94 4.15 3.36
H -1.35 3.59 1.43
H -3.76 4.24 1.91
H -4.85 2.88 1.89
H -2.94 3.55 -0.42
H -4.50 4.31 -0.25
H -6.55 2.60 0.07
H -7.63 0.74 -1.14
H -3.89 -0.19 -3.02
H -2.83 1.66 -1.83
H -3.57 0.83 0.77
H -3.78 0.48 2.46
H -0.85 0.69 -0.02
H -0.54 -2.74 2.28
```

Calculated values
Total charge: -1
Multiplicity: 2
Largest force on an atom (eV/A): 5.00
Relative energy (zero: lowest compared OMol25 entry of this formula, charge and spin) (kcal/mol): 109.0
Frontier orbital gap (alpha / beta) (eV): 5.0 / 4.8
DFT total energy (Ha): -3913.8464


2.
# C27H37CoN9O2PS2

C27H37CoN9O2PS2 as an isolated structure at a distorted geometry (wB97M-V/def2-TZVPD, the OMol25 dataset).

XYZ file:
```
79
C27H37CoN9O2PS2 wB97M-V/def2-TZVPD
Co 1.02 1.01 0.02
N 4.66 -1.50 -2.29
C 4.09 -0.64 -1.33
S 4.61 0.99 -1.37
N 3.27 -1.28 -0.54
N 2.48 -0.61 0.37
C 2.34 -1.32 1.45
C 1.49 -1.10 2.59
C 1.62 -2.05 3.63
C 0.87 -2.01 4.78
C -0.05 -0.97 4.94
C -0.20 -0.02 3.96
C 0.55 -0.04 2.75
O 0.32 0.88 1.87
H 5.57 -1.17 -2.59
H 4.64 -2.46 -1.99
H 2.94 -2.24 1.50
H 2.34 -2.85 3.49
H 1.00 -2.76 5.55
H -0.65 -0.90 5.84
H -0.90 0.80 4.08
S 1.50 5.24 1.32
C 3.03 4.49 1.48
C 3.02 3.20 1.05
C 1.75 2.75 0.56
C 0.84 3.77 0.66
C -0.53 3.64 0.23
C -1.51 4.64 0.37
C -2.78 4.41 -0.13
C -3.07 3.20 -0.75
C -2.05 2.26 -0.83
N -0.83 2.47 -0.36
H 3.86 5.05 1.89
H 3.90 2.56 1.06
H -1.26 5.57 0.86
H -3.54 5.17 -0.03
H -4.05 2.99 -1.15
H -2.22 1.29 -1.28
C 1.80 3.37 -2.58
C 1.69 1.92 -2.87
N 1.27 0.97 -2.06
C 1.42 -0.22 -2.74
C 1.92 0.02 -3.97
N 2.06 1.38 -4.05
H 2.37 3.52 -1.67
H 0.81 3.82 -2.44
H 2.31 3.88 -3.41
H 1.19 -1.15 -2.26
H 2.22 -0.65 -4.77
H 2.52 1.89 -4.78
C -1.68 -3.13 2.04
N -1.17 -2.95 0.69
C 0.05 -3.70 0.41
P -1.47 -1.61 -0.23
O -0.34 -0.67 -0.35
N -1.85 -2.25 -1.72
C -2.41 -3.56 -1.96
C -1.85 -1.37 -2.87
N -2.83 -0.88 0.37
C -2.74 0.15 1.39
C -4.15 -1.44 0.20
H -2.06 -4.15 2.17
H -2.50 -2.44 2.23
H -0.90 -2.94 2.78
H -0.17 -4.77 0.33
H 0.78 -3.54 1.20
H 0.50 -3.36 -0.52
H -2.38 -4.15 -1.05
H -1.84 -4.07 -2.74
H -3.45 -3.49 -2.30
H -1.33 -0.44 -2.63
H -2.87 -1.15 -3.21
H -1.30 -1.84 -3.70
H -1.73 0.58 1.42
H -2.99 -0.24 2.39
H -3.45 0.95 1.16
H -4.84 -0.67 -0.15
H -4.54 -1.85 1.14
H -4.13 -2.24 -0.54
```

Calculated values
Total charge: -1
Multiplicity: 2
Largest force on an atom (eV/A): 1.37
Relative energy (zero: lowest compared OMol25 entry of this formula, charge and spin) (kcal/mol): 2.2
Frontier orbital gap (alpha / beta) (eV): 5.9 / 5.9
DFT total energy (Ha): -4214.9910


3.
# C27H37N2O5S

A 2-piece molecular cluster, C27H37N2O5S overall (wB97M-V/def2-TZVPD, the OMol25 dataset).

XYZ file:
```
72
C27H37N2O5S wB97M-V/def2-TZVPD
C 2.54 1.46 3.58
C 2.19 2.54 2.59
O 2.22 3.71 2.87
O 1.92 2.14 1.33
C 1.09 0.97 1.14
C 0.08 1.23 0.02
C -1.33 0.81 0.41
C -2.42 1.39 -0.50
C -3.75 1.43 0.21
C -4.57 0.29 0.20
S -4.13 -1.17 -0.71
C -5.79 0.28 0.87
C -6.25 1.37 1.60
C -7.57 1.30 2.34
C -8.33 0.01 2.23
N -7.88 -1.05 2.77
C -5.46 2.52 1.60
C -4.21 2.55 0.93
C -3.37 3.79 1.02
O -2.18 3.80 0.83
C -4.05 5.05 1.40
C -5.23 5.02 1.99
C -5.91 3.75 2.32
O -6.80 3.76 3.14
H 1.65 0.88 3.85
H 3.28 0.77 3.19
H 2.89 1.95 4.49
H 0.55 0.76 2.06
H 1.71 0.10 0.90
H 0.11 2.27 -0.30
H 0.39 0.60 -0.82
H -1.54 1.18 1.42
H -1.42 -0.27 0.46
H -2.13 2.38 -0.83
H -2.53 0.77 -1.39
H -3.82 -1.95 0.33
H -6.37 -0.63 0.82
H -8.20 2.14 2.04
H -7.35 1.45 3.40
H -9.28 0.03 1.71
H -8.52 -1.83 2.62
H -3.51 5.97 1.21
H -5.73 5.94 2.30
C 2.68 -3.10 -3.59
C 3.54 -3.29 -2.32
C 4.91 -3.86 -2.75
C 5.83 -2.85 -3.44
C 5.58 -1.41 -2.98
C 4.91 -1.30 -1.60
N 3.64 -2.00 -1.65
O 2.96 -1.93 -0.42
C 4.61 0.18 -1.36
C 5.87 -1.77 -0.49
C 2.87 -4.34 -1.45
H 1.70 -2.72 -3.29
H 2.54 -4.04 -4.14
H 3.13 -2.37 -4.26
H 5.41 -4.25 -1.86
H 4.75 -4.73 -3.39
H 6.87 -3.14 -3.23
H 5.72 -2.91 -4.53
H 6.53 -0.86 -2.97
H 4.95 -0.90 -3.70
H 3.88 0.53 -2.09
H 5.52 0.78 -1.46
H 4.20 0.33 -0.36
H 6.79 -1.18 -0.50
H 6.15 -2.82 -0.61
H 5.39 -1.65 0.48
H 2.79 -5.28 -2.01
H 1.87 -4.03 -1.15
H 3.44 -4.53 -0.54
```

Calculated values
Total charge: -1
Largest force on an atom (eV/A): 0.87
Frontier orbital gap (eV): 1.8
DFT total energy (Ha): -1934.8604


4.
# C27H37N3O5

A single C27H37N3O5 molecule (wB97M-V/def2-TZVPD, the OMol25 dataset).

XYZ file:
```
72
C27H37N3O5 wB97M-V/def2-TZVPD
C 2.89 0.19 -4.69
C 1.72 0.45 -3.74
C 1.33 1.93 -3.77
C 0.52 -0.45 -4.09
C 0.03 -1.33 -2.95
N -0.37 -0.51 -1.81
C -1.30 -0.88 -0.93
O -1.86 -1.97 -0.95
C -1.63 0.19 0.12
C -2.05 -0.46 1.44
C -0.88 -1.21 2.02
C 0.13 -0.54 2.69
C 1.23 -1.21 3.18
C 1.35 -2.58 3.01
O 2.39 -3.34 3.44
C 3.47 -2.72 4.10
C 3.12 -2.15 5.46
C 2.07 -2.68 6.19
C 1.76 -2.17 7.44
C 2.50 -1.12 7.96
C 3.55 -0.59 7.23
C 3.86 -1.10 5.98
C 0.33 -3.26 2.34
C -0.77 -2.59 1.86
N -2.69 1.04 -0.40
C -2.41 1.99 -1.33
O -1.28 2.29 -1.65
O -3.54 2.53 -1.79
C -3.51 3.60 -2.77
C -2.85 3.11 -4.06
C -4.98 3.92 -3.01
C -2.78 4.82 -2.20
C 1.08 -2.38 -2.52
N 0.61 -3.21 -1.57
O 2.18 -2.47 -3.01
H 2.59 0.41 -5.72
H 3.19 -0.84 -4.61
H 3.73 0.83 -4.43
H 2.06 0.20 -2.73
H 1.03 2.22 -4.78
H 2.18 2.55 -3.49
H 0.52 2.15 -3.09
H 0.80 -1.12 -4.91
H -0.31 0.17 -4.44
H -0.86 -1.89 -3.26
H -0.02 0.44 -1.78
H -0.76 0.83 0.27
H -2.87 -1.15 1.24
H -2.39 0.32 2.13
H 0.05 0.53 2.83
H 1.99 -0.65 3.71
H 3.91 -1.94 3.46
H 4.21 -3.52 4.22
H 1.49 -3.50 5.79
H 0.94 -2.58 8.01
H 2.26 -0.72 8.94
H 4.13 0.23 7.64
H 4.67 -0.68 5.41
H 0.43 -4.33 2.22
H -1.54 -3.13 1.34
H -3.64 0.73 -0.31
H -2.93 3.88 -4.82
H -3.34 2.21 -4.41
H -1.80 2.90 -3.88
H -5.46 4.23 -2.08
H -5.07 4.72 -3.74
H -5.50 3.04 -3.39
H -1.74 4.58 -2.02
H -2.84 5.64 -2.91
H -3.24 5.13 -1.27
H 1.22 -3.92 -1.20
H -0.33 -3.12 -1.21
```

Calculated values
Total charge: 0
Largest force on an atom (eV/A): 0.68
Frontier orbital gap (eV): 9.1
Structure (SMILES): CC(C)C[C@H](NC(=O)[C@H](Cc1ccc(OCc2ccccc2)cc1)NC(=O)OC(C)(C)C)C(N)=O
DFT total energy (Ha): -1591.6227


5.
# C27H37N3O6

A single C27H37N3O6 molecule at a distorted geometry (wB97M-V/def2-TZVPD, the OMol25 dataset).

XYZ file:
```
73
C27H37N3O6 wB97M-V/def2-TZVPD
C 4.02 1.78 -2.61
C 3.31 0.87 -1.61
C 2.24 0.03 -2.30
C 1.63 -1.10 -1.45
N 0.64 -0.67 -0.48
C -0.69 -0.78 -0.63
O -1.48 -0.59 0.29
C -1.25 -1.19 -1.99
N -0.89 -0.30 -3.06
C -0.23 -0.73 -4.17
O 0.08 -1.89 -4.36
C 0.09 0.35 -5.12
C 0.70 0.27 -6.35
C 0.79 1.60 -6.82
C 0.23 2.38 -5.86
O -0.19 1.64 -4.82
C 1.18 -0.23 0.81
C 1.27 -1.48 1.73
O 2.34 -2.00 1.99
N 0.07 -1.92 2.13
C -0.13 -3.12 2.91
C -0.96 -4.14 2.13
C -2.39 -3.65 1.92
C -3.05 -3.35 3.27
C -2.24 -2.30 4.03
C -0.81 -2.79 4.24
C 0.44 0.93 1.44
C 0.28 1.00 2.81
C -0.35 2.06 3.43
C -0.86 3.09 2.66
O -1.52 4.18 3.13
C -1.73 4.28 4.52
C -0.69 3.05 1.28
C -0.04 2.00 0.66
O 0.18 1.94 -0.69
C -0.24 3.03 -1.48
H 4.76 2.39 -2.11
H 4.51 1.18 -3.38
H 3.30 2.44 -3.10
H 2.85 1.50 -0.84
H 4.04 0.22 -1.13
H 1.44 0.69 -2.64
H 2.68 -0.44 -3.18
H 1.17 -1.82 -2.13
H 2.42 -1.61 -0.91
H -0.92 -2.19 -2.27
H -2.34 -1.21 -1.87
H -1.11 0.67 -2.95
H 1.03 -0.62 -6.83
H 1.20 1.93 -7.75
H 0.08 3.44 -5.79
H 2.21 0.08 0.63
H -0.75 -1.42 1.81
H 0.87 -3.53 3.11
H -0.97 -5.08 2.68
H -0.48 -4.32 1.16
H -2.40 -2.75 1.31
H -2.96 -4.42 1.39
H -4.07 -2.99 3.11
H -3.10 -4.27 3.86
H -2.24 -1.37 3.47
H -2.71 -2.11 5.00
H -0.23 -2.02 4.77
H -0.82 -3.68 4.87
H 0.68 0.20 3.42
H -0.45 2.06 4.51
H -0.78 4.33 5.07
H -2.33 3.45 4.90
H -2.27 5.22 4.67
H -1.09 3.88 0.71
H 0.08 2.80 -2.50
H 0.24 3.96 -1.16
H -1.32 3.15 -1.46
```

Calculated values
Total charge: 0
Largest force on an atom (eV/A): 1.27
Frontier orbital gap (eV): 8.7
Structure (SMILES): CCCCN(C(=O)CNC(=O)c1ccco1)[C@H](C(=O)NC1CCCCC1)c1ccc(OC)cc1OC
DFT total energy (Ha): -1666.7935


6.
# C27H37N9O3S2Sc

C27H37N9O3S2Sc as an isolated structure at a distorted geometry (wB97M-V/def2-TZVPD, the OMol25 dataset).

XYZ file:
```
79
C27H37N9O3S2Sc wB97M-V/def2-TZVPD
Sc 0.18 0.49 -0.33
O 6.62 -3.37 -2.58
C 6.27 -3.53 -1.29
O 7.02 -4.06 -0.52
C 4.93 -3.01 -0.88
C 4.23 -3.69 0.11
C 3.01 -3.21 0.55
C 2.50 -2.03 0.03
C 3.17 -1.36 -0.97
C 4.38 -1.86 -1.43
N 1.27 -1.44 0.52
C 0.86 -1.75 1.67
C -0.36 -1.16 2.27
C -0.87 -1.66 3.45
C -2.02 -1.09 3.97
C -2.60 -0.03 3.30
C -2.02 0.42 2.13
N -0.92 -0.13 1.62
H 5.87 -3.04 -3.09
H 4.65 -4.59 0.52
H 2.46 -3.80 1.28
H 2.73 -0.47 -1.42
H 4.90 -1.32 -2.22
H 1.41 -2.43 2.32
H -0.38 -2.49 3.94
H -2.45 -1.47 4.89
H -3.50 0.44 3.67
H -2.43 1.25 1.57
S 1.19 1.20 -2.36
O -1.15 2.13 -0.33
C -1.67 3.22 -0.55
C -2.17 3.61 -1.90
C -0.92 4.24 -2.59
C -0.12 5.28 -1.78
C 0.67 4.72 -0.57
C -0.16 4.57 0.71
N -1.56 4.24 0.34
H -2.99 4.33 -1.81
H -2.50 2.74 -2.47
H -1.27 4.70 -3.51
H -0.25 3.42 -2.85
H -0.74 6.13 -1.48
H 0.61 5.69 -2.48
H 1.52 5.37 -0.36
H 1.08 3.75 -0.85
H -0.21 5.49 1.28
H 0.24 3.79 1.35
H -2.06 5.06 0.03
S 1.98 1.61 1.38
C 3.43 1.78 0.46
N 3.53 2.32 -0.74
C 4.90 2.23 -1.26
C 5.68 1.59 -0.09
N 4.62 1.40 0.91
H 2.69 2.30 -1.34
H 5.27 3.23 -1.50
H 4.93 1.63 -2.17
H 6.47 2.24 0.29
H 6.12 0.63 -0.36
H 4.76 1.06 1.85
C -4.73 -2.30 -4.19
C -4.12 -1.12 -4.93
C -2.84 -1.52 -5.67
C -3.91 0.08 -4.01
N -3.00 -0.22 -2.89
C -1.68 -0.31 -2.86
N -1.31 -0.62 -1.64
N -2.45 -0.70 -0.91
N -3.47 -0.45 -1.64
H -4.93 -3.12 -4.88
H -5.67 -2.03 -3.70
H -4.04 -2.68 -3.42
H -4.84 -0.76 -5.67
H -2.12 -1.99 -5.00
H -2.36 -0.67 -6.15
H -3.07 -2.25 -6.45
H -4.84 0.37 -3.54
H -3.49 0.93 -4.55
H -1.00 -0.13 -3.68
```

Calculated values
Total charge: +1
Largest force on an atom (eV/A): 2.24
Relative energy (zero: lowest compared OMol25 entry of this formula, charge and spin) (kcal/mol): 0.0
Frontier orbital gap (eV): 6.1
DFT total energy (Ha): -3326.6768